Molecular formula: C6H10O
Method: DFT, ωB97M-V/def2-TZVPD

Cartesian coordinates (Å):
1 O 0.963 -1.578 1.542
2 C 1.808 -1.042 0.829
3 C 1.592 0.177 0.082
4 C 0.516 1.038 0.491
5 C -0.908 0.696 -0.487
6 C -0.600 -0.699 -1.038
7 C -2.108 0.398 0.148
8 H 2.816 -1.498 0.740
9 H 2.427 0.576 -0.488
10 H 0.546 -0.554 -1.015
11 H 0.709 2.109 0.381
12 H 0.210 0.821 1.512
13 H -1.002 1.446 -1.283
14 H -1.085 -0.970 -1.981
15 H -0.721 -1.492 -0.299
16 H -3.027 0.934 -0.057
17 H -2.136 -0.362 0.925

* E_LUMO (spin up / spin down): -0.16 / -1.12 eV
* gap between HOMO and LUMO (spin up / spin down): 8.131 / 6.703 eV
* energy relative to the best compared isomer or geometry (same formula, charge and spin): 408.33 kJ/mol
* HOMO energy (spin up / spin down): -8.286 / -7.821 eV
* largest force on an atom: 1.522 eV/Å
* calculated total energy: -8427.00828 eV